#a
17
Properties=species:S:1:pos:R:3 method="wB97M-V/def2-TZVPD" homo_energy_ev=-8.108 e_lumo_ha=0.0178 homo_lumo_gap_ev=8.591 charge=0
C -0.655 0.299 -1.272
C -0.894 -0.423 -0.200
C -2.227 -0.237 0.351
C 0.067 -1.218 0.574
C 1.436 -1.196 0.422
S 2.586 -0.149 -0.462
C 1.899 1.475 0.008
H -1.498 0.750 -1.678
H 0.404 0.258 -1.623
H -2.333 0.630 0.946
H -2.531 -1.098 0.964
H -2.933 -0.102 -0.454
H -0.384 -1.967 1.294
H 1.979 -2.101 0.692
H 2.251 1.575 1.034
H 2.074 2.174 -0.687
H 0.759 1.329 0.091

#b
17
Properties=species:S:1:pos:R:3 method="wB97M-V/def2-TZVPD" homo_energy_ev=-8.178 e_lumo_ha=0.0367 smiles="CSC1=CCCC1" homo_lumo_gap_ev=9.178 charge=0
C -1.766 -1.996 -1.383
S -2.196 -0.821 -0.101
C -0.619 0.016 0.122
C 0.335 0.048 -0.763
C 1.611 0.625 -0.034
C 0.974 1.649 0.937
C -0.065 0.689 1.505
H -2.524 -2.550 -1.686
H -1.109 -1.390 -2.106
H -0.910 -2.559 -1.023
H 0.566 -0.316 -1.732
H 2.276 -0.149 0.633
H 2.365 0.961 -0.763
H 1.469 2.170 1.809
H 0.371 2.538 0.396
H 0.240 -0.170 2.213
H -1.015 1.255 1.978

Relative energy table, unit kcal/mol: #a 0.0; #b 5.7

#a
82
Properties=species:S:1:pos:R:3 method="wB97M-V/def2-TZVPD" homo_energy_ev=-13.369 e_lumo_ha=-0.2234 homo_lumo_gap_ev=7.290 charge=+2
Zr 0.532 -1.200 0.649
N -0.199 1.036 4.469
C 0.084 0.096 3.557
S 1.561 0.277 2.624
N -0.738 -0.923 3.508
N -0.532 -1.798 2.476
C -0.955 -2.993 2.620
C -0.755 -3.941 1.520
C -1.035 -5.279 1.655
C -0.767 -6.128 0.586
C -0.216 -5.601 -0.566
C 0.036 -4.245 -0.624
N -0.244 -3.421 0.387
H 0.498 1.712 4.724
H -1.005 0.908 5.058
H -1.407 -3.297 3.554
H -1.445 -5.651 2.586
H -0.987 -7.187 0.659
H 0.004 -6.226 -1.420
H 0.471 -3.797 -1.504
C 0.465 2.597 -6.673
C 0.700 1.746 -5.455
C 0.102 0.484 -5.356
C 0.337 -0.338 -4.274
C 1.194 0.113 -3.272
C 1.793 1.368 -3.329
C 1.534 2.176 -4.423
S 1.389 -0.858 -1.852
O 0.011 -1.326 -1.427
O 2.309 -1.940 -2.027
O 1.784 0.032 -0.698
H -0.599 2.690 -6.892
H 0.934 2.128 -7.543
H 0.890 3.594 -6.559
H -0.554 0.141 -6.151
H -0.138 -1.313 -4.205
H 2.458 1.698 -2.537
H 1.986 3.161 -4.476
O -0.523 0.559 0.627
S -0.785 1.354 -0.704
C -2.586 1.723 -0.634
C -3.357 0.728 0.203
C -4.164 1.196 1.229
C -4.856 0.302 2.042
C -4.722 -1.064 1.844
C -3.910 -1.535 0.818
C -3.237 -0.646 0.000
C -0.007 2.963 -0.348
C -0.749 3.857 0.595
C -1.564 4.877 0.106
C -2.230 5.723 0.982
C -2.085 5.551 2.355
C -1.287 4.525 2.846
C -0.620 3.679 1.969
H -2.918 1.690 -1.675
H -2.674 2.726 -0.227
H -4.262 2.267 1.392
H -5.497 0.676 2.833
H -5.265 -1.760 2.473
H -3.828 -2.601 0.637
H -2.642 -1.022 -0.825
H 0.152 3.420 -1.327
H 0.946 2.634 0.063
H -1.660 5.026 -0.968
H -2.857 6.517 0.597
H -2.582 6.227 3.042
H -1.178 4.389 3.916
H 0.016 2.884 2.347
C 4.415 -2.107 2.716
As 3.808 -1.853 0.937
C 4.716 -3.114 -0.147
C 4.433 -0.103 0.507
O 2.134 -2.288 0.961
H 5.487 -1.929 2.754
H 4.193 -3.122 3.026
H 3.900 -1.401 3.355
H 5.780 -2.901 -0.126
H 4.333 -3.053 -1.158
H 4.521 -4.098 0.264
H 5.470 -0.119 0.835
H 3.873 0.643 1.059
H 4.371 0.085 -0.557

#b
82
Properties=species:S:1:pos:R:3 method="wB97M-V/def2-TZVPD" homo_energy_ev=-13.538 e_lumo_ha=-0.2221 homo_lumo_gap_ev=7.496 charge=+2
Zr 0.393 0.116 0.151
N 1.662 0.878 4.561
C 1.372 0.396 3.344
S 0.198 1.292 2.408
N 2.015 -0.673 2.954
N 1.727 -1.046 1.676
C 2.274 -2.138 1.285
C 2.096 -2.570 -0.097
C 2.661 -3.742 -0.566
C 2.501 -4.072 -1.905
C 1.784 -3.220 -2.725
C 1.238 -2.069 -2.181
N 1.384 -1.745 -0.893
H 1.078 1.586 4.970
H 2.256 0.331 5.166
H 2.889 -2.711 1.970
H 3.222 -4.376 0.106
H 2.937 -4.980 -2.299
H 1.643 -3.432 -3.775
H 0.665 -1.381 -2.787
C 0.671 6.275 -4.635
C 0.187 5.077 -3.872
C 0.883 3.869 -3.914
C 0.421 2.750 -3.239
C -0.762 2.845 -2.520
C -1.485 4.033 -2.466
C -0.998 5.140 -3.134
S -1.360 1.481 -1.616
O -2.740 1.256 -1.874
O -0.452 0.318 -1.905
O -1.051 1.734 -0.159
H 1.724 6.185 -4.897
H 0.528 7.191 -4.063
H 0.105 6.379 -5.562
H 1.788 3.801 -4.506
H 0.958 1.811 -3.283
H -2.416 4.085 -1.915
H -1.554 6.069 -3.099
O -1.244 -1.152 0.528
S -2.764 -0.972 0.800
C -3.570 -1.782 -0.609
C -3.148 -3.198 -0.839
C -1.977 -3.463 -1.543
C -1.562 -4.770 -1.744
C -2.317 -5.823 -1.245
C -3.493 -5.566 -0.555
C -3.907 -4.258 -0.352
C -3.060 -2.159 2.117
C -2.356 -1.722 3.369
C -1.154 -2.321 3.729
C -0.513 -1.946 4.900
C -1.067 -0.964 5.709
C -2.258 -0.350 5.344
C -2.902 -0.730 4.177
H -3.339 -1.120 -1.444
H -4.636 -1.678 -0.391
H -1.410 -2.636 -1.953
H -0.660 -4.971 -2.307
H -2.001 -6.845 -1.411
H -4.094 -6.385 -0.184
H -4.835 -4.063 0.173
H -2.717 -3.129 1.757
H -4.146 -2.182 2.239
H -0.735 -3.102 3.104
H 0.411 -2.431 5.187
H -0.582 -0.690 6.637
H -2.698 0.407 5.979
H -3.842 -0.264 3.904
C 3.984 3.053 -1.504
As 2.777 2.728 -0.067
C 1.502 4.138 0.074
C 3.736 2.488 1.563
O 1.964 1.272 -0.425
H 4.543 3.967 -1.305
H 3.411 3.163 -2.422
H 4.670 2.212 -1.587
H 2.013 5.045 0.396
H 0.750 3.849 0.807
H 1.041 4.292 -0.901
H 4.414 3.328 1.709
H 4.305 1.561 1.496
H 3.026 2.433 2.386

Relative energy table, unit kcal/mol: #a 42.7; #b 0.0